No. 1
{
  "formula": "C8H12NP",
  "method": "ωB97M-V with the def2-TZVPD basis set",
  "symbols": ["C", "C", "C", "C", "C", "C", "C", "C", "N", "P", "H", "H", "H", "H", "H", "H", "H", "H", "H", "H", "H", "H"],
  "coordinates": [[1.725, -1.806, -1.910], [0.562, -2.303, -1.262], [2.200, -0.555, -1.722], [-0.234, -1.346, -0.589], [1.480, 0.325, -0.879], [0.185, -0.013, -0.531], [-0.975, 0.044, 2.378], [-1.627, 0.688, 1.100], [-0.594, 1.065, -0.016], [-0.462, 2.695, -0.427], [2.404, -2.348, -2.574], [0.248, -3.298, -1.358], [3.084, -0.332, -2.300], [-1.091, -1.749, -0.090], [1.840, 1.348, -0.690], [-0.037, 0.471, 2.491], [-1.497, 0.375, 3.298], [-0.855, -1.027, 2.239], [-2.396, 0.051, 0.784], [-1.960, 1.723, 1.294], [-1.861, 2.911, -0.124], [-0.139, 3.081, 0.891]],
  "mulliken_charge": [-0.25, -0.94, -0.59, -0.11, -0.58, 0.80, -1.08, -0.60, -0.10, -0.23, 0.30, 0.41, 0.36, 0.36, 0.31, 0.33, 0.36, 0.32, 0.29, 0.49, 0.09, 0.06],
  "de_lowest_kcal_mol": 5.8,
  "orbital_gap_ha": 0.3286,
  "lumo_energy_ev": 0.9,
  "total_energy_ha": -708.0797,
  "homo_energy_ev": -8.00
}

No. 2
{
  "formula": "C8H12O",
  "method": "ωB97M-V with the def2-TZVPD basis set",
  "symbols": ["C", "C", "C", "C", "C", "C", "C", "C", "H", "H", "H", "H", "H", "H", "H", "H", "H", "H", "H", "H", "O"],
  "coordinates": [[0.538, -1.116, -1.480], [1.542, -0.732, -0.082], [1.106, 0.353, 1.227], [0.101, 0.696, 2.334], [-0.043, 1.424, 1.043], [-0.686, 0.742, -0.012], [-1.695, 0.403, -1.409], [-1.058, -1.041, -1.109], [0.652, -2.265, -1.557], [0.850, -0.760, -2.553], [1.817, -1.602, 0.708], [2.420, -0.332, -0.693], [1.753, 1.108, 1.641], [-0.986, 0.241, 2.382], [0.501, 0.766, 3.552], [0.034, 2.476, 0.990], [0.163, 0.756, -0.543], [-1.641, 1.034, -2.440], [-2.688, 0.455, -0.896], [-1.711, -1.949, -1.331], [-0.967, -0.655, 0.228]],
  "mulliken_charge": [-0.72, -0.52, -0.42, -0.34, -0.47, -0.61, -0.66, 0.18, 0.29, 0.34, 0.34, 0.24, 0.37, 0.17, 0.22, 0.45, 0.59, 0.24, 0.31, 0.34, -0.35],
  "de_lowest_kcal_mol": 241.0,
  "orbital_gap_ha": 0.3400,
  "lumo_energy_ev": 1.1,
  "total_energy_ha": -386.8789,
  "homo_energy_ev": -8.20
}

No. 3
{
  "formula": "C8H12O2",
  "method": "ωB97M-V with the def2-TZVPD basis set",
  "symbols": ["C", "C", "C", "C", "C", "C", "C", "C", "O", "O", "H", "H", "H", "H", "H", "H", "H", "H", "H", "H", "H", "H"],
  "coordinates": [[2.018, 1.732, -0.175], [-2.234, -1.295, 0.089], [0.666, -0.783, 1.318], [0.666, -0.856, -1.199], [-1.945, 1.116, -0.142], [0.569, 1.376, -0.018], [-1.375, -0.059, 0.036], [0.126, -0.134, 0.041], [-2.820, 1.896, -0.249], [-0.235, 2.248, 0.225], [2.133, 2.453, -0.984], [2.380, 2.227, 0.725], [2.654, 0.877, -0.380], [-2.059, -1.936, -0.776], [-2.025, -1.874, 0.990], [-3.284, -1.014, 0.094], [1.752, -0.833, 1.314], [0.346, -0.212, 2.188], [0.330, -1.891, -1.190], [0.271, -1.792, 1.412], [1.753, -0.876, -1.211], [0.312, -0.370, -2.106]],
  "mulliken_charge": [-1.32, -1.62, -1.78, -1.81, 0.98, 0.51, -0.48, 2.08, -0.54, -0.53, 0.36, 0.33, 0.31, 0.31, 0.31, 0.41, 0.40, 0.40, 0.45, 0.43, 0.39, 0.40],
  "de_lowest_kcal_mol": 20.4,
  "orbital_gap_ha": 0.3166,
  "lumo_energy_ev": 0.7,
  "total_energy_ha": -462.4738,
  "homo_energy_ev": -7.96
}

No. 4
{
  "formula": "C8H12OS",
  "method": "ωB97M-V with the def2-TZVPD basis set",
  "symbols": ["C", "C", "C", "C", "C", "C", "C", "C", "O", "S", "H", "H", "H", "H", "H", "H", "H", "H", "H", "H", "H", "H"],
  "coordinates": [[-2.412, -0.505, 0.294], [-0.191, 0.026, -1.661], [-0.616, 1.114, -0.659], [0.430, -0.701, -0.513], [0.413, 0.459, 0.354], [0.382, -2.199, -0.460], [1.660, 1.307, 0.279], [-0.007, 0.328, 1.776], [-3.199, -1.270, 0.781], [-2.448, 1.073, -0.269], [-0.858, -0.433, -2.380], [0.519, 0.706, -2.402], [-0.483, 2.186, -0.877], [0.062, -2.521, -1.442], [-0.306, -2.707, 0.211], [1.351, -2.523, -0.055], [2.421, 1.174, 1.000], [1.557, 2.433, 0.225], [2.055, 0.998, -0.712], [0.659, -0.244, 2.414], [-0.971, -0.005, 1.877], [-0.016, 1.307, 2.220]],
  "mulliken_charge": [0.33, -0.76, -0.31, -0.32, 2.19, -1.43, -1.56, -1.93, -0.44, -0.12, 0.39, 0.20, 0.36, 0.41, 0.29, 0.32, 0.42, 0.28, 0.40, 0.40, 0.42, 0.46],
  "de_lowest_kcal_mol": 98.3,
  "orbital_gap_ha": [0.2988, 0.2687],
  "lumo_energy_ev": [0.5, 0.0],
  "total_energy_ha": -785.2774,
  "homo_energy_ev": [-7.64, -7.32]
}

No. 5
{
  "formula": "C8H12OSi",
  "method": "ωB97M-V with the def2-TZVPD basis set",
  "symbols": ["C", "C", "C", "C", "C", "C", "C", "C", "O", "Si", "H", "H", "H", "H", "H", "H", "H", "H", "H", "H", "H", "H"],
  "coordinates": [[-3.175, 0.156, 0.444], [-1.899, 0.426, 0.926], [-2.975, -0.284, -0.872], [-1.044, 0.284, -0.133], [1.133, -2.242, 1.417], [1.415, -1.466, 0.402], [1.753, 1.694, 0.760], [1.037, 0.398, -2.105], [-1.700, -0.035, -1.215], [0.879, 0.284, -0.149], [-4.138, 0.160, 0.902], [-1.499, 0.495, 1.976], [-3.626, -0.534, -1.674], [1.684, -3.112, 1.556], [0.482, -1.878, 2.243], [2.331, -1.849, -0.187], [2.780, 1.798, 0.606], [1.400, 2.636, 0.559], [1.732, 1.743, 1.810], [2.095, 0.726, -2.179], [1.015, -0.446, -2.643], [0.324, 1.048, -2.444]],
  "mulliken_charge": [-0.50, -0.14, -0.48, 0.23, -0.55, -0.22, -1.36, -1.24, -0.27, 0.22, 0.41, 0.29, 0.42, 0.32, 0.19, 0.22, 0.45, 0.46, 0.44, 0.32, 0.41, 0.38],
  "de_lowest_kcal_mol": 2.8,
  "orbital_gap_ha": 0.3422,
  "lumo_energy_ev": 0.9,
  "total_energy_ha": -676.6816,
  "homo_energy_ev": -8.38
}

No. 6
{
  "formula": "C8H12P2",
  "method": "ωB97M-V with the def2-TZVPD basis set",
  "symbols": ["C", "C", "C", "C", "C", "C", "C", "C", "P", "P", "H", "H", "H", "H", "H", "H", "H", "H", "H", "H", "H", "H"],
  "coordinates": [[-3.604, -1.268, -0.643], [-4.555, -0.337, -0.299], [-1.253, 0.297, 0.156], [2.243, 0.084, -0.722], [2.354, -0.543, 0.639], [0.990, 1.099, -0.610], [0.948, -0.558, 1.259], [0.153, 0.618, 0.635], [-1.816, -1.230, -0.333], [-4.543, 1.015, 0.709], [-3.863, -2.239, -1.126], [-5.412, -0.449, -0.913], [3.056, 0.823, -0.903], [2.259, -0.757, -1.460], [2.697, -1.677, 0.667], [3.190, -0.035, 1.273], [1.367, 2.091, -0.559], [0.301, 0.895, -1.381], [0.456, -1.437, 1.085], [0.940, -0.396, 2.346], [-0.054, 1.388, 1.413], [-1.936, 1.090, 0.093]],
  "mulliken_charge": [-0.34, -0.27, -0.82, -0.48, -0.41, -0.99, -1.11, 0.54, -0.07, -0.04, 0.30, 0.33, 0.24, 0.32, 0.29, 0.23, 0.37, 0.38, 0.52, 0.25, 0.37, 0.40],
  "de_lowest_kcal_mol": 61.8,
  "orbital_gap_ha": [0.2388, 0.2472],
  "lumo_energy_ev": [-1.6, -1.0],
  "total_energy_ha": -994.5471,
  "homo_energy_ev": [-8.13, -7.70]
}

No. 7
{
  "formula": "C8H13BClF4N2OPd",
  "method": "ωB97M-V with the def2-TZVPD basis set",
  "symbols": ["Pd", "Cl", "C", "C", "C", "C", "N", "C", "H", "H", "H", "H", "C", "O", "C", "C", "H", "H", "H", "H", "H", "H", "F", "B", "F", "F", "F", "N", "H", "H", "H"],
  "coordinates": [[0.169, -0.476, -0.247], [-2.155, 0.257, 4.694], [-0.707, 0.271, 3.729], [0.526, 0.104, 4.375], [1.667, 0.153, 3.556], [1.529, 0.344, 2.209], [0.325, 0.486, 1.587], [-0.787, 0.453, 2.374], [0.573, -0.055, 5.438], [2.655, 0.050, 3.984], [2.403, 0.399, 1.565], [-1.742, 0.596, 1.874], [-2.388, -1.049, -1.766], [-1.484, -2.099, -2.053], [-0.214, -1.920, -1.598], [0.662, -3.037, -2.102], [-2.483, -0.385, -2.631], [-2.023, -0.453, -0.899], [-3.359, -1.489, -1.537], [0.069, -3.909, -2.390], [1.398, -3.315, -1.347], [1.210, -2.702, -2.986], [-0.712, 1.613, -1.214], [-0.853, 2.823, -1.955], [-1.695, 2.578, -3.016], [0.407, 3.179, -2.418], [-1.365, 3.795, -1.134], [2.026, 0.741, -1.359], [3.034, 0.738, -1.465], [1.727, 1.643, -0.993], [1.589, 0.664, -2.276]],
  "mulliken_charge": [-0.40, -0.25, 0.21, -0.27, -0.61, -0.15, -0.26, -0.18, 0.43, 0.35, 0.36, 0.38, -0.25, -0.29, 0.64, -1.12, 0.25, -0.10, 0.30, 0.34, 0.26, 0.24, -0.03, 0.29, -0.40, -0.43, -0.38, -0.60, 0.19, 0.25, 0.22],
  "charge": -1,
  "orbital_gap_ha": 0.1980,
  "lumo_energy_ev": 2.8,
  "total_energy_ha": -1509.9995,
  "homo_energy_ev": -2.63
}

No. 8
{
  "formula": "C8H13BrN2O3S",
  "method": "ωB97M-V with the def2-TZVPD basis set",
  "symbols": ["C", "C", "C", "C", "C", "C", "C", "C", "N", "N", "O", "O", "O", "S", "Br", "H", "H", "H", "H", "H", "H", "H", "H", "H", "H", "H", "H", "H"],
  "coordinates": [[0.997, -2.937, -0.281], [1.877, -2.498, 0.678], [0.563, -2.012, -1.248], [2.366, -1.151, 0.690], [1.232, -0.791, -1.357], [2.087, -0.326, -0.356], [-2.409, 1.597, -2.013], [0.149, 0.098, 2.492], [-2.668, 0.674, -0.969], [0.512, 0.973, 1.375], [-0.275, 2.674, -0.233], [-1.923, 1.984, 1.403], [-1.355, 0.422, -0.377], [-0.772, 1.485, 0.724], [2.892, 1.344, -0.402], [0.452, -3.823, -0.388], [1.988, -3.252, 1.378], [-0.178, -2.363, -1.823], [2.958, -0.888, 1.531], [1.131, 0.004, -2.040], [0.633, 2.556, -0.485], [-3.375, 1.917, -2.440], [-2.096, 2.595, -1.514], [-1.731, 1.207, -2.638], [0.037, -0.995, 2.219], [0.902, -0.006, 3.134], [-0.827, 0.533, 3.075], [-3.167, 0.978, -0.135]],
  "mulliken_charge": [-0.43, -0.62, -0.61, -0.41, -0.41, 0.29, -0.67, -1.06, -0.34, -0.20, -0.41, -0.69, -0.16, 1.08, -0.09, 0.40, 0.37, 0.56, 0.53, 0.41, 0.27, 0.34, 0.26, 0.23, 0.25, 0.47, 0.31, 0.33],
  "de_lowest_kcal_mol": 20.2,
  "orbital_gap_ha": 0.3547,
  "lumo_energy_ev": 0.7,
  "total_energy_ha": -3619.8708,
  "homo_energy_ev": -9.00
}